Below is 2 unconnected molecules or ions with the total composition C4H13NOPS at a distorted geometry, with properties calculated with ωB97M-V/def2-TZVPD.

## Properties
Net charge: +1
HOMO-LUMO gap (spin up / spin down): 7.34 / 7.53 eV
ΔE to the lowest compared entry with this formula, charge and spin: 365.9 kJ/mol
LUMO (spin up / spin down): -4.516 / -4.495 eV

Element x y z (Å)
C -1.3120 -1.2003 -1.8764
C 0.2465 -0.9896 -1.8759
C 0.7734 -0.0151 -0.8250
C 0.3955 -0.4999 0.5845
N -0.9139 0.2157 0.8190
O 0.8997 2.7622 1.5575
P 1.6930 1.4597 2.1298
S 0.4666 0.9356 3.7059
H -1.8074 -0.9559 -1.0163
H -1.5440 -2.2833 -2.0914
H -1.7923 -0.6101 -2.7267
H 0.5600 -1.9968 -1.7616
H 0.6132 -0.6945 -2.9307
H 0.3741 1.0122 -1.1899
H 1.7609 -0.0097 -0.9672
H 0.5231 -1.5917 0.7155
H -0.9440 0.3058 1.7707
H -0.9446 1.1630 0.4244
H -1.7338 -0.4539 0.5086
H 1.1243 3.0857 0.6735
H 1.5615 0.3608 4.3718